No. 1
The following is a DFT calculation (wB97M-V/def2-TZVPD) of C3H8O2 as an isolated structure.

charge = 0
strongest force on any atom = 1.80 eV/Å
2S+1 = 1
energy relative to the best compared isomer or geometry (same formula, charge and spin) = 77.7 kcal per mole

Cartesian coordinates (Å):
C: 0.46 -1.33 -0.88
C: -0.22 0.09 -0.66
O: -1.55 0.17 -0.43
C: 0.47 0.41 0.62
O: -0.58 1.74 1.19
H: 0.25 -2.05 -0.07
H: 1.55 -1.32 -1.05
H: -0.02 -1.69 -1.78
H: 0.15 0.71 -1.51
H: -1.36 1.24 0.53
H: 0.23 -0.30 1.39
H: 1.53 0.70 0.54
H: -0.92 1.64 2.10


No. 2
The following is a DFT calculation (wB97M-V/def2-TZVPD) of a 3-piece molecular cluster, C19H38ClIN2O8P2 overall.

calculated total energy = -2898.84761 a.u.
charge = 0
strongest force on any atom = 6.26 eV/Å
2S+1 = 1

Cartesian coordinates (Å):
C: -4.90 2.23 0.95
C: -5.07 3.59 0.26
C: -4.24 4.74 0.86
I: -5.30 6.58 0.34
C: -2.82 4.92 0.28
C: -2.87 5.14 -1.17
N: -2.75 5.36 -2.29
C: -1.82 3.77 0.59
Cl: -1.95 3.09 2.22
C: -1.80 2.70 -0.42
N: -2.04 1.85 -1.16
H: -5.13 2.29 2.01
H: -3.91 1.80 0.85
H: -5.59 1.52 0.49
H: -4.93 3.50 -0.82
H: -6.11 3.88 0.40
H: -4.25 4.75 1.95
H: -2.38 5.82 0.72
H: -0.82 4.21 0.55
C: 1.38 -4.38 5.53
C: 2.03 -3.16 4.92
O: 1.30 -2.65 3.80
P: -0.11 -1.88 4.06
O: 0.28 -0.61 4.75
O: -0.48 -1.31 2.57
C: -0.66 0.07 2.29
C: 0.61 0.65 1.71
O: -1.06 -3.18 3.89
C: -1.61 -3.66 2.65
C: -0.56 -4.21 1.71
H: 0.41 -4.12 5.99
H: 2.01 -4.80 6.31
H: 1.18 -5.14 4.77
H: 2.16 -2.37 5.66
H: 3.02 -3.42 4.55
H: -0.98 0.62 3.17
H: -1.46 0.14 1.56
H: 1.46 0.50 2.38
H: 0.50 1.72 1.51
H: 0.86 0.15 0.77
H: -2.22 -2.90 2.18
H: -2.29 -4.46 2.94
H: 0.11 -3.43 1.35
H: -1.06 -4.66 0.84
H: 0.05 -4.96 2.20
C: 1.82 -2.58 -1.13
C: 2.28 -2.84 -2.56
O: 2.24 -1.66 -3.36
P: 3.38 -0.50 -3.10
O: 4.65 -1.13 -3.56
O: 3.09 0.53 -4.34
C: 4.08 0.87 -5.31
C: 3.90 0.04 -6.56
O: 2.50 0.37 -2.06
C: 1.57 1.41 -2.39
C: 0.34 0.92 -3.11
H: 2.52 -1.93 -0.60
H: 1.75 -3.52 -0.58
H: 0.85 -2.09 -1.12
H: 3.28 -3.27 -2.57
H: 1.61 -3.55 -3.04
H: 5.08 0.77 -4.90
H: 3.94 1.93 -5.54
H: 3.94 -1.02 -6.34
H: 4.67 0.27 -7.29
H: 2.92 0.24 -7.01
H: 2.07 2.21 -2.94
H: 1.28 1.84 -1.43
H: 0.57 0.53 -4.10
H: -0.37 1.74 -3.22
H: -0.14 0.12 -2.54


No. 3
The following is a DFT calculation (wB97M-V/def2-TZVPD) of one molecule with the formula C6H11N3S.

charge = 0
strongest force on any atom = 5.35 eV/Å
2S+1 = 1
energy relative to the best compared isomer or geometry (same formula, charge and spin) = 45.3 kcal per mole

Cartesian coordinates (Å):
C: -0.54 -1.15 0.00
C: 0.36 -0.18 -0.29
C: -1.70 0.69 -0.03
C: -0.20 -2.62 -0.03
C: -2.92 1.56 -0.10
C: 2.37 0.23 1.29
N: -1.80 -0.63 0.15
N: 2.09 1.24 -1.43
N: -0.48 1.10 -0.31
S: 2.03 -0.06 -0.60
H: 0.21 -2.72 -0.95
H: 0.58 -3.04 0.68
H: -1.04 -3.27 0.19
H: -3.63 1.01 0.51
H: -2.71 2.53 0.20
H: -3.16 1.49 -1.17
H: 2.27 -0.76 1.72
H: 1.73 1.09 1.54
H: 3.50 0.34 1.20
H: 2.99 1.25 -1.79
H: 0.05 1.92 -0.79


No. 4
The following is a DFT calculation (wB97M-V/def2-TZVPD) of one molecule with the formula C4H11N2PS2.

charge = 0
strongest force on any atom = 4.08 eV/Å
2S+1 = 1
energy relative to the best compared isomer or geometry (same formula, charge and spin) = 72.1 kcal per mole

Cartesian coordinates (Å):
C: -1.09 -0.40 1.54
N: -0.94 -0.22 0.10
C: -1.19 -1.36 -0.81
N: 0.34 0.34 -0.22
C: 1.45 -0.55 -0.39
C: 0.39 1.65 -0.10
S: -0.71 2.66 0.30
S: 2.29 2.39 -0.58
P: 1.58 4.31 -0.52
H: -1.02 0.61 2.04
H: -2.01 -0.83 1.59
H: -0.40 -1.11 2.00
H: -0.62 -1.19 -1.68
H: -0.83 -2.21 -0.19
H: -2.33 -1.32 -1.01
H: 2.42 -0.04 -0.45
H: 1.71 -1.42 0.36
H: 1.38 -1.11 -1.34
H: 2.37 4.60 -1.69
H: 0.42 4.01 -1.28


No. 5
The following is a DFT calculation (wB97M-V/def2-TZVPD) of a 2-piece molecular cluster, C6H11N2O2 overall.

charge = +1
strongest force on any atom = 5.54 eV/Å
2S+1 = 1
energy relative to the best compared isomer or geometry (same formula, charge and spin) = 151.0 kcal per mole

Cartesian coordinates (Å):
C: -1.68 1.14 -0.12
C: -2.19 -1.28 -0.52
C: -1.80 -1.26 0.88
C: 2.24 -0.35 0.77
C: 1.65 0.94 1.12
C: 1.04 0.25 -1.27
N: -2.09 -0.02 0.18
N: 1.03 0.04 0.19
O: -1.50 2.28 0.02
O: -0.17 0.88 -1.67
H: -1.45 -1.63 -1.34
H: -3.18 -1.49 -0.60
H: -2.45 -1.38 1.63
H: -0.67 -1.33 1.04
H: 3.19 -0.51 0.30
H: 1.98 -1.10 1.45
H: 1.00 0.97 2.06
H: 2.25 1.70 0.66
H: 1.80 1.01 -1.51
H: 1.26 -0.67 -1.66
H: -0.27 1.82 -1.60


No. 6
The following is a DFT calculation (wB97M-V/def2-TZVPD) of an isolated ion of composition C3H12N2P and charge +1.

charge = +1
strongest force on any atom = 5.60 eV/Å
2S+1 = 1
energy relative to the best compared isomer or geometry (same formula, charge and spin) = 31.7 kcal per mole

Cartesian coordinates (Å):
C: -2.00 -0.58 -1.18
N: -1.29 0.07 -0.09
P: 0.21 -0.17 0.38
C: 0.25 0.17 2.14
C: 1.61 1.31 -0.53
N: 0.60 -1.74 0.00
H: -1.80 -0.26 -2.13
H: -1.63 -1.63 -1.18
H: -3.05 -0.36 -1.05
H: -1.68 0.90 0.22
H: 0.65 1.08 2.27
H: 0.71 -0.54 2.74
H: -0.69 0.37 2.50
H: 1.39 1.41 -1.54
H: 2.61 0.79 -0.36
H: 1.38 2.03 0.23
H: 0.18 -1.93 -0.95
H: 1.67 -1.89 0.00


No. 7
The following is a DFT calculation (wB97M-V/def2-TZVPD) of C17H38AsCl10F6N2O3 as an isolated structure.

calculated total energy = -8442.87143 a.u.
charge = -2
strongest force on any atom = 3.16 eV/Å
2S+1 = 2

Cartesian coordinates (Å):
As: -0.64 -0.22 0.11
F: -0.79 -1.25 1.58
F: 1.08 0.36 0.50
F: -0.45 0.67 -1.48
F: -2.25 -0.88 -0.45
F: -1.37 1.20 0.96
F: 0.23 -1.57 -0.69
Cl: -3.26 -5.47 0.68
C: -2.92 -4.18 -0.61
C: -1.49 -4.21 -1.11
Cl: -1.06 -5.72 -1.90
H: -3.02 -3.18 -0.20
H: -3.73 -4.23 -1.34
H: -0.90 -3.99 -0.22
H: -1.35 -3.34 -1.75
Cl: -0.29 -1.86 6.90
C: -1.12 -2.72 5.57
C: -0.94 -1.91 4.27
Cl: 0.79 -1.64 3.87
H: -2.18 -2.59 5.78
H: -0.87 -3.77 5.74
H: -1.40 -0.93 4.18
H: -1.51 -2.53 3.57
Cl: -2.24 5.36 -2.23
C: -1.82 3.61 -2.23
C: -3.07 2.69 -2.02
Cl: -4.57 3.12 -2.99
H: -1.14 3.51 -1.38
H: -1.23 3.38 -3.11
H: -3.35 2.80 -0.97
H: -2.89 1.63 -2.22
Cl: 2.54 3.58 3.97
C: 1.53 2.32 3.42
C: 0.70 1.83 4.60
Cl: -0.43 3.01 5.38
H: 2.20 1.57 2.99
H: 0.84 2.65 2.64
H: 1.34 1.53 5.43
H: 0.16 0.89 4.52
Cl: 1.19 4.31 0.31
C: 1.72 3.30 -0.99
C: 3.13 2.62 -0.74
Cl: 4.38 3.97 -0.81
H: 1.72 3.83 -1.94
H: 0.98 2.50 -1.08
H: 3.37 1.92 -1.54
H: 3.27 2.17 0.24
C: 3.37 -2.52 -1.00
C: 4.64 -2.03 -1.76
C: 5.55 -3.11 -2.14
O: 4.20 -1.23 -2.85
H: 2.75 -3.26 -1.52
H: 2.71 -1.72 -0.69
H: 3.68 -3.05 -0.11
H: 5.13 -1.43 -1.00
H: 6.55 -2.80 -2.46
H: 4.94 -3.60 -2.90
H: 5.54 -3.91 -1.41
H: 4.90 -0.65 -3.17
O: 1.50 0.76 -5.06
C: 0.93 -0.07 -4.35
N: 1.49 -0.78 -3.31
C: -0.60 -0.28 -4.38
H: 2.47 -0.66 -3.14
H: 0.86 -1.20 -2.64
H: -1.29 0.41 -3.90
H: -0.89 -1.17 -3.82
H: -0.84 -0.49 -5.43
O: -5.24 3.38 1.63
C: -4.35 2.57 1.67
N: -3.12 2.97 1.97
C: -4.58 1.13 1.20
H: -3.01 3.93 2.26
H: -2.33 2.35 1.93
H: -5.43 1.04 0.53
H: -4.60 0.56 2.13
H: -3.84 0.74 0.50


No. 8
The following is a DFT calculation (wB97M-V/def2-TZVPD) of C36H42BaN2O2Si as an isolated structure.

calculated total energy = -1971.89782 a.u.
charge = 0
strongest force on any atom = 2.21 eV/Å
2S+1 = 1

Cartesian coordinates (Å):
Ba: -0.21 -0.09 0.45
O: 5.90 3.70 5.19
C: 5.64 2.81 4.20
O: 6.53 2.15 3.75
C: 4.22 2.70 3.72
C: 3.14 3.37 4.29
C: 1.86 3.21 3.79
C: 1.63 2.36 2.72
C: 2.71 1.68 2.15
C: 3.99 1.84 2.65
N: 0.35 2.12 2.12
C: -0.66 2.83 2.41
C: -1.99 2.61 1.80
C: -3.06 3.44 2.12
C: -4.29 3.23 1.52
C: -4.44 2.19 0.61
C: -3.33 1.41 0.35
N: -2.14 1.61 0.92
H: 5.10 4.18 5.44
H: 3.26 4.04 5.13
H: 1.04 3.74 4.27
H: 2.55 1.04 1.29
H: 4.82 1.32 2.21
H: -0.60 3.67 3.10
H: -2.91 4.24 2.83
H: -5.13 3.87 1.77
H: -5.38 1.99 0.13
H: -3.40 0.59 -0.36
C: 0.27 0.19 -7.25
C: -0.87 0.75 -6.69
C: -0.91 1.03 -5.33
C: 0.18 0.77 -4.51
C: 1.33 0.22 -5.08
C: 1.37 -0.07 -6.44
C: 0.12 1.08 -3.05
C: 1.11 1.01 -2.19
C: 2.49 0.95 -1.90
C: 3.05 -0.16 -1.22
C: 4.38 -0.16 -0.81
C: 5.19 0.94 -1.05
C: 4.66 2.04 -1.73
C: 3.34 2.05 -2.15
H: 0.31 -0.03 -8.30
H: -1.73 0.96 -7.31
H: -1.81 1.47 -4.90
H: 2.19 0.02 -4.45
H: 2.27 -0.50 -6.86
H: -0.88 1.40 -2.72
H: 2.44 -1.04 -1.04
H: 4.78 -1.02 -0.29
H: 6.22 0.95 -0.72
H: 5.29 2.89 -1.94
H: 2.94 2.92 -2.67
C: -1.39 -4.29 0.13
Si: 0.06 -3.30 0.91
C: 1.62 -4.18 0.15
C: 2.91 -3.57 0.70
C: 1.67 -5.69 0.35
C: 1.57 -3.91 -1.36
C: -0.16 -3.60 2.83
C: -1.56 -3.07 3.19
C: 0.87 -2.80 3.63
C: -0.09 -5.07 3.27
H: -1.41 -5.35 0.42
H: -1.34 -4.26 -0.96
H: -2.36 -3.86 0.42
H: 3.04 -3.78 1.77
H: 2.95 -2.48 0.58
H: 3.79 -3.99 0.19
H: 1.79 -5.97 1.39
H: 2.53 -6.12 -0.20
H: 0.77 -6.18 -0.03
H: 1.48 -2.85 -1.60
H: 0.74 -4.42 -1.84
H: 2.49 -4.27 -1.84
H: -1.68 -2.02 2.90
H: -1.72 -3.13 4.27
H: -2.35 -3.64 2.70
H: 0.81 -1.73 3.40
H: 1.89 -3.12 3.43
H: 0.69 -2.92 4.71
H: -0.74 -5.71 2.67
H: -0.40 -5.17 4.32
H: 0.93 -5.45 3.20